{"formula": "C16H45GaN7O4P2S", "method": "the ωB97M-V functional and the def2-TZVPD basis", "max_force_ha_per_bohr": 0.130, "energy_ha": -4326.517671, "homo_energy_ha": -0.15511, "total_charge": -1, "spin_multiplicity": 1, "orbital_gap_ev": 5.85, "symbols": ["C", "C", "O", "N", "Ga", "S", "C", "C", "O", "H", "H", "H", "H", "H", "H", "H", "H", "H", "O", "P", "N", "C", "C", "N", "C", "C", "N", "C", "C", "H", "H", "H", "H", "H", "H", "H", "H", "H", "H", "H", "H", "H", "H", "H", "H", "H", "H", "O", "P", "N", "C", "C", "N", "C", "C", "N", "C", "C", "H", "H", "H", "H", "H", "H", "H", "H", "H", "H", "H", "H", "H", "H", "H", "H", "H", "H"], "coordinates": [[-2.00, -2.80, 0.32], [-2.14, -2.57, -1.18], [-1.46, -1.68, -1.68], [-3.00, -3.31, -1.97], [-4.01, -2.10, -3.23], [-4.51, -0.06, -2.21], [-3.98, -3.99, -1.19], [-3.68, -5.37, -0.61], [-5.05, -3.49, -0.95], [-2.12, -3.84, 0.61], [-1.00, -2.52, 0.62], [-2.74, -2.20, 0.85], [-5.42, -2.74, -3.64], [-3.14, -1.80, -4.54], [-4.59, -0.42, -0.92], [-3.97, -5.35, 0.44], [-2.62, -5.60, -0.65], [-4.21, -6.17, -1.13], [-1.31, 3.93, -1.06], [-0.69, 4.45, -2.34], [-1.95, 5.53, -2.81], [-2.47, 5.78, -4.13], [-2.01, 6.73, -1.99], [-0.68, 2.95, -3.22], [-1.85, 2.52, -3.99], [-0.21, 1.82, -2.41], [0.53, 5.16, -3.43], [0.72, 4.70, -4.79], [1.84, 5.26, -2.77], [-1.82, 6.44, -4.73], [-3.45, 6.25, -4.05], [-2.64, 4.86, -4.69], [-1.26, 7.47, -2.30], [-1.85, 6.48, -0.94], [-3.00, 7.19, -2.06], [-2.78, 2.60, -3.42], [-1.73, 1.48, -4.31], [-1.94, 3.09, -4.92], [-0.99, 1.41, -1.77], [0.63, 2.12, -1.77], [0.15, 1.02, -3.06], [1.14, 3.69, -4.84], [1.42, 5.38, -5.28], [-0.19, 4.73, -5.37], [2.30, 4.27, -2.63], [1.73, 5.72, -1.78], [2.52, 5.89, -3.34], [0.91, -2.64, 2.55], [1.94, -2.77, 3.65], [1.64, -1.30, 4.48], [2.59, -0.39, 5.06], [0.40, -1.31, 5.24], [3.35, -2.72, 2.62], [3.95, -1.45, 2.23], [3.20, -3.56, 1.42], [2.86, -3.52, 4.97], [4.29, -3.38, 5.10], [2.50, -4.94, 5.13], [2.98, -0.73, 6.04], [2.12, 0.58, 5.22], [3.43, -0.19, 4.41], [0.52, -1.84, 6.20], [-0.39, -1.81, 4.68], [0.05, -0.30, 5.44], [3.21, -0.72, 1.88], [4.68, -1.60, 1.44], [4.51, -1.01, 3.06], [2.61, -3.06, 0.64], [2.69, -4.49, 1.67], [4.18, -3.81, 1.02], [4.85, -3.89, 4.31], [4.59, -3.80, 6.06], [4.60, -2.33, 5.13], [2.89, -5.55, 4.31], [1.42, -5.06, 5.16], [2.89, -5.34, 6.07]]}